Entry from OMol25: one molecule with the formula C6H4O (wB97M-V/def2-TZVPD).

Summary:
Energy relative to the best compared isomer or geometry (same formula, charge and spin) in kJ/mol: 91.0
M in g/mol: 92.10
Total charge: 0
Gap between HOMO and LUMO in eV: 9.611
Structure (SMILES): C#Cc1ccco1
Lowest unoccupied orbital energy in eV: 1.0
HOMO in eV: -8.567
E_tot in eV: -8331.49693

The geometry in XYZ format:
```
11
Properties=species:S:1:pos:R:3:forces:R:3
C -0.342702 -1.976896 -2.223168 -0.137 0.830 0.353
C -0.366904 -1.033710 -1.464366 0.125 -0.654 -0.211
C -0.231287 -0.071429 -0.412896 -0.010 -0.148 0.158
C -0.703287 -0.054235 0.867366 0.082 -0.238 -0.130
C 0.065711 0.920057 1.583034 0.026 -0.073 -0.099
C 0.905749 1.456337 0.658736 0.029 0.057 0.194
O 0.734512 0.882088 -0.552497 0.109 -0.094 -0.054
H -0.330980 -2.777196 -2.935101 -0.052 0.236 0.210
H -1.472514 -0.711279 1.242633 0.112 0.042 0.055
H 0.052071 1.111353 2.655897 -0.122 0.121 -0.530
H 1.675723 2.213122 0.699076 -0.163 -0.078 0.054
```
Positions in Å, forces in eV/Å.

Entry from OMol25: one molecule with the formula C6H4S at a distorted geometry (wB97M-V/def2-TZVPD).

Summary:
Energy relative to the best compared isomer or geometry (same formula, charge and spin) in kJ/mol: 155.8
M in g/mol: 108.16
Total charge: 0
Gap between HOMO and LUMO in eV: 8.653
Structure (SMILES): C#CC(C#C)C=S
Lowest unoccupied orbital energy in eV: -0.3
HOMO in eV: -8.938
E_tot in eV: -17116.92773

The geometry in XYZ format:
```
11
Properties=species:S:1:pos:R:3:forces:R:3
C -0.574393 -0.909775 0.280404 -0.222 -0.084 0.858
C 0.558419 0.078342 0.559021 -1.114 -0.135 0.708
C 1.786160 -0.566253 0.102621 1.471 0.338 -1.496
C 2.760079 -1.002862 -0.477593 -0.285 0.260 1.369
C 0.243227 1.453166 0.152692 0.999 -1.788 -0.167
C 0.060514 2.567691 -0.193209 -0.460 2.365 -0.747
H -0.355218 -1.908735 0.635693 0.423 -0.210 -0.104
H 0.591486 0.165802 1.661344 0.097 -0.448 -0.123
H 3.764710 -1.358805 -0.674205 -0.768 0.114 -0.227
H -0.114506 3.583571 -0.532353 0.095 -0.779 0.317
S -2.055657 -0.637730 -0.227131 -0.236 0.366 -0.388
```
Positions in Å, forces in eV/Å.

Entry from OMol25: a 18-piece molecular cluster, C6H50NO19 overall at a distorted geometry (wB97M-V/def2-TZVPD).

Summary:
Energy relative to the best compared isomer or geometry (same formula, charge and spin) in kJ/mol: 345.5
M in g/mol: 440.45
Total charge: +1
Gap between HOMO and LUMO in eV: 9.199
Lowest unoccupied orbital energy in eV: -2.8
HOMO in eV: -12.021
E_tot in eV: -47411.52444

The geometry in XYZ format:
```
76
Properties=species:S:1:pos:R:3:forces:R:3
C -19.957728 -14.365235 12.073341 -3.766 1.004 -3.906
O -19.647635 -15.322310 11.018313 0.890 -1.605 2.042
C -19.537633 -16.650149 11.698320 0.466 2.066 -2.267
C -19.295350 -17.645424 10.532132 1.589 0.972 -0.238
N -19.060379 -19.062599 11.145787 -1.915 1.735 -2.153
H -18.357359 -18.948182 11.861901 0.869 -0.007 0.711
H -19.994950 -19.161566 11.533704 -0.083 -1.008 0.661
C -18.772758 -20.173233 10.185361 0.131 0.941 -0.738
C -19.099517 -21.542059 10.833835 -3.636 -0.066 -1.328
O -18.994005 -22.558249 9.825686 2.518 2.471 -0.430
C -19.649327 -23.741576 10.105186 4.684 -1.967 -2.183
H -19.565715 -14.602355 12.975605 2.570 -0.223 2.285
H -21.045769 -14.497889 12.326198 0.450 0.206 -0.548
H -19.905945 -13.328488 11.633043 0.572 -1.178 0.954
H -20.330321 -16.637347 12.414758 -1.775 -1.185 -0.368
H -18.742608 -16.675856 12.404923 1.724 0.278 0.134
H -18.350332 -17.351621 9.952642 -1.039 -0.346 1.210
H -20.085100 -17.479852 9.770522 -0.107 -1.301 0.691
H -17.739408 -20.088825 9.868323 0.504 -0.095 0.458
H -19.271591 -19.814487 9.230122 -0.169 -1.393 1.136
H -20.228836 -21.582660 10.989674 1.089 0.722 0.464
H -18.673717 -21.747295 11.838806 0.537 0.020 -0.832
H -19.032231 -24.541824 9.481413 -1.862 1.362 0.786
H -20.622140 -23.639865 9.828574 -3.103 -0.402 -0.168
H -19.319668 -23.972613 11.051369 -0.666 -1.099 2.739
O -21.359010 -14.906071 8.634374 -1.853 -2.618 0.790
H -21.139017 -14.153512 8.177007 0.832 2.776 -1.671
H -20.627855 -15.119391 9.184930 0.955 -0.113 0.941
O -20.140040 -21.891418 7.350726 -0.132 0.222 -0.010
H -20.631548 -22.399368 6.711404 -0.327 -0.148 -0.587
H -19.703524 -22.555204 7.885454 0.511 -0.013 0.417
O -20.241106 -14.758631 15.317875 -2.329 6.190 6.524
H -19.830382 -15.486214 15.159546 3.970 -7.851 -2.630
H -19.813153 -14.672412 16.300702 -1.896 0.517 -3.255
O -18.588103 -19.684052 6.505762 0.043 -0.052 -2.152
H -19.086410 -20.515163 6.650609 0.272 0.298 -0.242
H -18.513130 -19.552667 5.496870 -0.260 -0.355 2.470
O -16.811910 -23.548634 7.875352 0.931 -2.241 -8.969
H -17.025906 -22.975890 8.456845 -3.043 8.155 5.375
H -16.630498 -24.116707 8.513289 2.013 -5.903 3.612
O -18.499668 -10.701410 12.841537 2.960 0.430 -2.660
H -19.049547 -9.963029 12.821022 -1.602 1.316 0.520
H -18.649761 -11.360106 13.459443 -1.133 -1.526 1.823
O -16.533171 -18.072451 7.499945 2.544 -4.668 -2.727
H -17.069010 -18.988066 7.243658 1.417 3.377 0.773
H -15.559761 -18.344867 7.030534 -4.009 1.371 2.039
O -22.881025 -17.954778 10.073901 2.856 -2.704 3.352
H -23.379711 -17.398429 9.593589 -2.645 2.968 -2.782
H -22.825045 -18.807315 9.639677 0.010 -0.010 -0.410
O -19.776765 -12.629712 14.174931 1.368 5.742 -1.195
H -20.225557 -11.901053 14.652777 0.377 -0.559 -0.546
H -20.139391 -13.374226 14.498623 -1.750 -4.098 1.870
O -17.436733 -12.643377 9.420648 -2.015 1.158 1.555
H -17.884982 -13.398870 9.818015 0.557 -0.125 -0.432
H -16.733429 -12.856860 8.861320 1.424 -1.115 -1.132
O -21.225195 -19.773387 12.743179 -1.048 -1.854 -1.704
H -21.637911 -20.593817 13.056793 -0.573 -0.686 -1.670
H -21.072498 -19.588560 13.616636 1.374 2.524 3.634
O -18.379571 -17.092413 15.089243 0.066 1.404 1.311
H -18.303409 -17.557962 15.923416 0.388 0.352 0.752
H -18.628267 -17.808962 14.562796 -0.498 -1.689 -2.050
O -16.923948 -18.783498 12.890289 -2.501 0.977 1.098
H -16.194100 -19.213949 12.569287 2.542 -3.401 -2.222
H -16.342927 -18.066146 13.149885 -0.495 2.252 1.114
O -15.092242 -19.979302 11.134633 -5.789 -5.235 4.872
H -14.558060 -19.481443 10.680056 5.146 3.350 -4.169
H -14.959299 -20.955507 11.221671 0.693 1.804 -0.718
O -22.078688 -20.099936 8.539889 -4.702 -0.949 -0.236
H -21.272032 -20.450202 8.300666 3.012 -1.248 -0.958
H -22.733811 -20.782393 8.135689 1.602 1.917 1.114
O -15.881084 -16.550946 13.862602 -3.019 3.710 -0.955
H -15.588293 -15.807701 13.168344 -1.111 -2.317 2.416
H -16.917519 -16.249893 14.214226 4.422 -1.238 -1.403
O -22.688540 -12.251505 12.345367 7.887 -3.740 -6.118
H -22.848043 -12.539813 13.126761 -1.241 -3.379 8.109
H -23.269152 -11.657727 12.227243 -6.670 7.129 -1.989
```
Positions in Å, forces in eV/Å.

Entry from OMol25: a 21-piece molecular cluster, C6H52BrNO22PS overall at a distorted geometry (wB97M-V/def2-TZVPD).

Summary:
Energy relative to the best compared isomer or geometry (same formula, charge and spin) in kJ/mol: 61.6
M in g/mol: 633.41
Total charge: -1
Gap between HOMO and LUMO in eV: 5.764
Lowest unoccupied orbital energy in eV: 1.9
HOMO in eV: -3.901
E_tot in eV: -143771.10876

The geometry in XYZ format:
```
84
Properties=species:S:1:pos:R:3:forces:R:3
N 0.215875 -1.797759 0.845111 1.020 -0.528 0.091
C -0.545976 -1.128090 0.097331 -0.609 0.006 0.051
C -0.314479 0.272867 -0.324387 0.498 0.173 0.306
C -0.208776 1.316592 0.813454 -1.807 -0.602 -0.143
C -0.326567 2.723152 0.179592 0.556 -0.531 0.424
C 1.029371 3.400809 -0.006719 -0.277 0.245 0.394
C 1.935067 3.244607 1.194555 -0.001 0.535 -0.429
Br 3.795241 3.047784 0.555523 0.049 0.103 0.384
P -1.495018 1.236355 1.997522 1.767 1.562 0.070
O -2.959245 1.612250 1.360874 -0.104 -0.835 -0.156
O -1.683047 -0.268027 2.628756 -0.481 -0.459 -0.082
S -1.207870 2.427607 3.538541 -0.240 -0.107 0.169
H -0.196896 -2.717752 0.979100 0.030 -0.150 0.134
H -1.454513 -1.602834 -0.242130 -0.490 0.072 -0.243
H -1.087041 0.520011 -1.057013 -0.246 0.113 -0.245
H 0.622705 0.288030 -0.879587 0.300 0.062 -0.198
H -0.783645 2.659170 -0.802214 -0.227 0.026 -0.375
H -0.972880 3.363330 0.765906 -0.063 0.318 0.305
H 0.871515 4.461516 -0.148409 -0.025 0.418 -0.255
H 1.501669 3.071858 -0.912006 0.199 -0.455 -0.346
H 1.907885 4.148823 1.769718 0.327 0.297 0.439
H 1.677180 2.408162 1.819517 0.095 -0.513 -0.022
H -2.909055 1.438880 0.405757 -0.137 0.120 0.213
H -1.274971 -0.235462 3.508910 0.013 0.208 -0.189
O 2.611817 -2.518926 -1.112687 -0.111 -0.527 -0.290
H 1.822033 -2.052668 -0.783098 0.094 0.131 0.263
H 2.542825 -3.399709 -0.725710 -0.013 0.112 0.115
O -4.254711 -1.512997 1.628103 0.163 -0.318 -0.268
H -3.411133 -1.069994 1.793818 -0.084 0.139 0.063
H -4.334968 -2.124193 2.370752 0.019 0.092 0.092
O 2.645420 6.086095 -1.490352 0.083 -0.071 -0.278
H 3.211493 6.763513 -1.879935 -0.007 0.100 0.266
H 3.201940 5.299349 -1.443084 -0.095 -0.046 0.166
O 0.772208 5.988778 2.810127 0.016 0.257 -0.029
H 0.503477 6.592557 3.509519 -0.009 -0.101 0.020
H 0.179635 6.191400 2.078118 0.012 -0.137 0.001
O 0.892952 -3.755745 -3.481435 -0.097 -0.369 -0.065
H 1.209362 -4.535685 -3.948808 0.004 0.050 -0.026
H 1.633385 -3.486185 -2.923015 -0.086 0.309 0.075
O 0.506514 2.803062 -3.122568 0.077 -0.081 -0.233
H 1.005759 3.510372 -3.544199 -0.018 0.011 0.078
H 1.116010 2.054834 -3.106183 -0.066 -0.012 0.022
O -0.747014 -2.233546 -5.630308 -0.259 -0.092 0.020
H -0.483007 -2.895919 -4.980724 0.269 0.177 0.006
H -1.045219 -1.490698 -5.094718 0.083 0.008 -0.027
O 3.425400 0.095196 -0.880193 0.221 -0.075 -0.035
H 3.491597 -0.645795 -0.262776 -0.176 0.105 0.153
H 3.236559 0.849239 -0.306350 0.021 0.123 -0.042
O 3.294415 -1.095348 1.848290 0.385 -0.055 0.114
H 3.364896 -1.842748 2.449369 -0.134 0.014 -0.039
H 3.103209 -0.341230 2.417641 -0.155 0.039 -0.157
O -1.693867 -2.983899 -2.084492 -0.200 -0.032 -0.172
H -2.589213 -2.901185 -2.433825 0.006 -0.108 0.015
H -1.197623 -3.419433 -2.787456 0.219 -0.012 0.121
O 3.737719 8.907885 -1.787209 -0.017 0.123 -0.218
H 3.469136 9.518329 -1.093097 0.002 -0.143 0.074
H 3.182478 9.141434 -2.539043 0.026 0.005 0.022
O 6.577472 0.685713 -0.990508 0.028 0.288 -0.137
H 5.626269 0.634235 -0.819437 -0.022 -0.087 -0.024
H 6.748892 -0.075675 -1.553264 -0.060 -0.120 0.212
O 3.331155 -1.134884 -3.664063 0.164 -0.268 -0.231
H 4.077813 -0.605512 -3.365499 -0.141 0.097 0.125
H 3.167665 -1.739084 -2.927614 -0.070 0.286 0.078
O -6.986570 -2.791694 2.025723 0.053 -0.024 0.084
H -6.325863 -2.190986 1.655554 -0.064 0.054 -0.129
H -6.827103 -2.757386 2.974704 0.015 0.025 -0.034
O -4.351360 -4.521966 -2.326914 -0.150 0.040 -0.008
H -4.148753 -4.803429 -1.426930 0.057 0.068 -0.012
H -5.292035 -4.703963 -2.433592 0.037 -0.062 -0.003
O -5.304580 -1.750053 -1.404955 0.066 0.037 -0.194
H -5.046312 -2.542900 -1.890134 0.088 0.014 0.084
H -4.522292 -1.512436 -0.893070 -0.165 -0.055 0.229
O -4.166250 -1.037425 4.408117 0.163 -0.085 0.233
H -3.515639 -0.434013 4.023501 -0.140 0.114 -0.098
H -4.003740 -0.993587 5.355902 -0.035 0.016 -0.039
O 5.844659 -2.190364 -0.834748 -0.159 -0.291 -0.150
H 5.885006 -2.534986 0.062535 0.017 0.156 0.014
H 4.898662 -2.126852 -1.025827 0.031 0.014 0.037
O -1.175501 -3.554902 3.362841 -0.195 0.017 0.042
H -1.188300 -2.607740 3.170608 0.054 -0.018 -0.113
H -1.976609 -3.889538 2.942159 0.017 0.017 -0.015
O -4.125851 -4.580798 4.356300 0.117 -0.040 0.071
H -3.310564 -4.297748 4.788521 -0.015 0.101 -0.060
H -4.430284 -5.330045 4.877915 -0.012 0.011 -0.071
```
Positions in Å, forces in eV/Å.